1.
Below is C35H34F6GaN3O5Se as an isolated structure, with properties calculated with wB97M-V/def2-TZVPD.

```
85
Properties=species:S:1:pos:R:3:forces:R:3:lowdin_charge:R:1
H -1.228309 -4.216386 -5.778636 0.00 0.00 0.00 0.0746
C -0.100849 1.401428 4.106139 -0.12 0.09 0.01 -0.4544
H 0.384026 2.626017 -4.237671 0.01 0.00 -0.01 0.0796
O 0.360715 3.388284 -0.518148 -0.01 0.03 -0.07 -0.1402
C -2.044347 -4.414006 1.421510 0.00 0.00 -0.01 -0.0826
C -0.541993 -3.021588 -2.648198 -0.01 -0.01 -0.01 -0.1836
C -0.989829 3.646109 -0.187722 0.01 -0.09 0.08 -0.1451
O -1.022357 1.288198 0.103155 -0.10 0.18 -0.05 -0.0090
C 3.107021 2.081718 1.198241 0.00 0.00 -0.08 -0.2083
C 0.536645 2.972165 -1.856229 0.00 0.03 0.09 -0.0825
N -3.022309 2.324503 0.280372 0.01 0.02 0.07 -0.1148
C -0.687499 -4.271040 -4.834930 0.00 0.03 0.00 -0.0474
C -1.008331 -3.081556 -3.968816 0.03 -0.03 0.02 -0.2384
H 1.910525 -0.775424 -2.323138 -0.01 -0.01 0.01 0.0963
H -0.232560 -4.971170 -1.765427 -0.02 -0.01 -0.01 0.0905
H 1.685819 1.753817 -5.045425 0.01 -0.01 0.01 0.1015
Se 0.049408 2.827884 2.843580 0.00 -0.15 -0.07 0.9235
H 1.246028 3.652454 -2.335817 0.00 0.00 -0.01 0.1552
N -0.387911 -1.776178 -0.543972 0.06 0.00 -0.08 0.1041
H 1.044524 -4.459962 -2.862961 -0.01 0.01 -0.01 0.0764
H -0.953654 -5.207251 -4.342162 0.00 0.00 0.00 0.0851
H -1.860631 -0.023814 -1.763057 0.01 0.01 0.00 0.0956
C -0.567761 -3.215991 2.854566 0.00 -0.01 0.01 -0.0245
H -2.098882 -2.083341 -5.516670 0.00 -0.01 0.00 0.1057
C 5.765244 2.873815 1.286996 0.03 0.00 0.00 -0.2888
H -2.635188 -0.105819 -4.131516 0.00 0.00 0.00 0.1005
H -3.065068 0.237646 0.385256 0.01 0.00 0.02 0.0862
H 0.076741 1.021151 -4.912004 -0.01 0.00 0.01 0.0929
O 0.904103 -0.338939 1.255382 -0.21 -0.02 0.00 -0.0600
H -1.483697 4.181479 -1.003459 -0.01 0.00 0.00 0.1334
H 6.205794 1.195809 0.044716 0.00 -0.01 0.00 0.1145
C -1.696451 2.320015 0.105205 -0.03 -0.12 -0.10 -0.4523
H 2.706447 -0.279949 -3.834005 -0.01 0.00 0.00 0.1024
C -1.477559 -4.241159 2.676790 -0.01 0.00 0.00 -0.0872
C -0.875297 -1.911463 -1.859022 0.01 0.02 0.02 -0.2196
C 0.812935 1.643055 -4.398907 -0.03 0.00 -0.03 -0.0205
F 1.755233 -0.092095 6.846763 0.02 0.00 0.03 0.1313
O 1.334145 -1.244252 3.250739 0.00 0.02 0.04 0.0943
C 1.091514 1.558335 -1.944854 0.03 -0.11 -0.09 -0.3540
H -3.296273 4.406122 0.066373 0.00 0.00 0.00 0.0813
C 5.431293 1.750080 0.558206 0.00 0.00 0.00 -0.0151
H 2.764479 3.758148 2.496224 0.01 0.00 0.00 0.0610
H -1.749667 -4.885460 3.501369 0.01 0.00 0.00 0.0995
C -1.748093 -2.027723 -4.492798 -0.02 0.04 0.00 -0.0628
H -4.765598 3.436540 0.040655 0.00 0.00 0.00 0.0952
H 5.143651 4.473419 2.551308 -0.01 0.00 0.00 0.1161
H -0.105635 -3.046273 3.818060 0.00 0.01 0.01 0.1164
C 0.775086 0.139784 5.975327 -0.01 0.00 -0.04 -0.1464
C 0.343958 -4.107407 -2.105586 -0.01 0.02 0.04 -0.0264
H 0.379897 -4.322800 -5.063288 0.00 -0.01 0.00 0.0826
F -2.225717 0.771855 3.272867 0.01 0.00 -0.02 0.0724
H 3.830625 0.480869 -0.044494 0.00 -0.01 -0.02 0.0985
C 4.829626 3.609261 1.981189 -0.02 -0.01 0.00 -0.0122
F 2.000850 1.891205 5.063614 -0.01 0.00 -0.01 0.0972
C -1.622808 -0.865375 -2.401427 0.02 -0.01 0.02 -0.0222
C -1.360868 -0.431931 5.064858 0.02 -0.04 -0.01 -0.1501
C -2.046846 -0.916039 -3.716900 0.01 -0.02 -0.03 -0.0936
H -2.775471 -5.196588 1.258553 0.00 0.00 -0.01 0.1025
C -1.691937 -3.591000 0.368664 0.04 0.02 0.00 -0.0312
O 1.463661 0.958669 -0.931799 -0.10 0.14 0.07 0.0187
H -0.997859 4.282558 0.694816 0.02 0.00 0.03 0.1037
F -0.466209 -1.649866 6.866302 0.00 -0.01 -0.01 0.1308
C 1.754452 -0.334950 -3.301758 -0.02 -0.02 -0.02 0.0036
H -3.987689 1.057301 1.651839 -0.01 0.00 0.01 0.0901
H -0.409990 3.024063 -2.397255 0.00 0.00 -0.02 0.1323
H 1.054834 -0.951216 -3.868795 0.00 -0.01 0.00 0.0876
C 0.887919 1.157242 5.045779 0.05 0.00 0.00 -0.2541
Ga 1.224009 1.489074 1.122577 0.30 0.02 0.12 0.4097
F 7.060867 3.261929 1.324718 -0.01 0.00 0.00 0.0449
N 1.194321 1.002797 -3.154540 0.07 0.04 0.08 -0.1089
C -0.754410 -2.561229 0.533669 -0.05 -0.02 -0.02 -0.1762
C -3.714783 1.080602 0.597119 -0.02 0.01 -0.02 -0.0114
H -2.153677 -3.726052 -0.600668 -0.01 -0.02 -0.01 0.1095
C -0.200063 -2.360475 1.818987 0.01 0.02 0.02 -0.0463
F -2.453134 -1.201050 5.069199 -0.01 0.00 0.01 0.1195
H 0.021357 -0.886864 -0.291197 -0.05 0.01 0.04 0.0892
C -1.221780 0.588029 4.144291 -0.04 0.00 0.00 -0.2465
C 3.501904 3.198688 1.932816 0.03 0.00 -0.01 -0.1148
H -4.618359 1.015339 -0.009978 0.00 -0.01 -0.01 0.0956
C -0.352882 -0.658541 5.983776 0.01 0.02 -0.02 -0.1389
C -3.784648 3.540266 0.503800 0.00 -0.01 0.00 -0.0231
C 0.756217 -1.257779 2.184781 0.11 -0.03 -0.05 -0.5002
H 0.909576 -3.741996 -1.250518 0.01 -0.01 0.01 0.0835
H -3.918620 3.717656 1.573512 0.00 0.00 0.00 0.1060
C 4.098050 1.366622 0.519089 0.00 0.02 0.03 -0.0974
```
Forces are in eV/Å.

=====

2.
Below is C24H64BCuF4O24S8 as an isolated structure, with properties calculated with wB97M-V/def2-TZVPD.

The total charge is +1. Its multiplicity is 2.

```
126
Properties=species:S:1:pos:R:3:forces:R:3:lowdin_spin:R:1
C 4.374220 -1.429216 -1.650870 2.00 -1.24 -0.35 0.0000
H 1.754910 5.327134 1.062210 -0.04 0.05 0.16 0.0000
C 3.216910 4.668724 -0.386340 0.67 -0.01 -0.40 0.0000
H 2.475240 1.790334 -1.650710 -0.28 0.48 0.16 0.0000
S -1.968580 -0.057536 3.967980 3.40 -0.11 1.12 0.0001
O 2.619650 2.347144 -5.202770 1.69 -1.29 1.95 0.0000
H 2.259910 3.021284 -7.711020 -0.05 -0.07 0.00 0.0000
H -2.290560 1.523114 -6.607470 0.30 -0.13 0.04 0.0000
O -1.966990 -0.200716 2.491640 -0.78 0.03 2.56 0.0020
C 3.646010 -4.399886 -1.327330 0.23 0.32 0.08 0.0000
H -1.317950 -2.957596 -3.374420 0.15 0.30 0.56 0.0000
C -2.273610 2.008924 -5.631870 -1.55 0.93 -1.71 0.0000
O 6.842790 -2.309446 -0.812780 -1.30 -0.93 -0.94 0.0000
C -1.146900 -3.134736 6.390700 -0.20 -0.68 -0.63 0.0000
H 1.661090 4.420104 -6.818520 -0.05 -0.05 0.01 0.0000
C 1.994250 1.900114 2.759900 -0.69 -0.48 -0.94 0.0021
H 3.352990 -1.330336 2.552780 -0.35 -0.27 0.06 0.0000
O -1.798400 -1.588376 4.666050 -0.44 1.93 -2.72 0.0001
H 4.862170 -0.486476 -1.898380 0.00 -0.08 0.27 0.0000
H 0.513180 3.279234 -7.578100 0.01 0.18 -0.07 0.0000
O 1.594780 3.353554 0.607210 -3.76 -3.22 0.00 0.0005
C -1.980520 1.145664 -4.514230 1.64 -0.89 3.18 0.0000
O -0.882790 0.814894 4.519560 -3.06 -2.01 -1.26 0.0005
H -0.878320 -4.102616 2.193560 0.17 0.41 -0.93 0.0000
O -4.008140 -1.777236 -2.907610 2.21 1.78 -0.27 0.0001
H -3.819240 4.495314 -0.845360 0.55 0.09 0.15 0.0000
S 5.742440 -2.750226 -1.649300 -2.41 1.11 2.30 0.0000
H 1.025670 -2.606646 2.601370 -0.02 0.62 -0.79 0.0000
C 3.969230 -1.865426 3.275290 -0.88 -0.97 0.40 0.0000
H 2.358880 1.065124 2.161630 -0.21 -0.16 0.06 0.0000
C 0.131400 -4.479956 2.355350 0.11 -0.43 0.04 0.0000
H -2.099380 -3.662006 6.337150 0.16 -0.32 -0.04 0.0000
S 0.664050 2.713454 1.815750 0.51 0.70 1.25 0.0022
H 4.282860 -1.156946 4.041960 0.15 -0.41 0.13 0.0000
H 0.874740 1.572014 -6.000470 0.24 -0.21 -0.07 0.0000
O 2.487440 -3.968426 2.629300 1.72 -0.66 1.67 0.0000
O -3.041410 0.189764 -4.218320 -0.14 -1.90 0.97 0.0010
H 2.822040 2.599684 2.875960 -0.38 0.20 0.12 0.0002
F 0.296440 0.387034 -1.064510 -0.90 0.56 -0.53 0.0004
O -1.707460 2.294904 -1.098880 0.15 2.37 -0.67 0.0070
H -2.103890 -1.286026 6.694110 -0.35 0.26 -0.15 0.0000
H -5.235120 -4.408966 2.336510 0.55 -0.01 -0.15 0.0000
H 2.720420 5.125244 -1.242590 -0.44 -0.16 0.14 0.0000
H -0.734210 -3.269696 7.390490 -0.26 0.55 0.16 0.0000
H 0.304000 -5.396816 1.791720 -0.32 -0.12 0.12 0.0000
F -0.107200 -0.992216 0.610070 -1.75 -0.48 1.13 0.0158
H -5.100600 -4.405976 4.850590 -0.25 0.06 0.25 0.0000
H 0.480970 5.902754 -1.044880 0.23 -0.05 0.14 0.0000
O -2.142290 -0.358466 -1.938150 -0.41 -0.17 -0.05 0.0071
H -5.392210 -1.653386 -0.841940 -0.30 0.21 0.01 0.0000
S -3.922460 -2.536396 0.740450 -2.19 -0.10 0.72 0.0004
C -3.278290 4.418894 -1.788560 0.36 -1.20 -0.31 0.0002
C 1.361390 2.523044 -5.784070 -1.29 0.40 -0.90 0.0000
O -2.945070 -1.514106 0.402290 -0.62 -0.11 0.69 0.0038
C -0.757410 7.010964 0.277730 -0.61 -0.97 0.17 0.0000
H -0.268970 7.923884 -0.063020 0.03 -0.05 0.25 0.0000
C -3.580300 0.421454 4.660690 0.95 -0.25 -0.81 0.0001
S -1.587830 3.667844 -1.642010 -1.02 1.86 0.87 0.0003
S -2.761070 -1.020166 -3.079440 -0.40 -0.24 -2.05 0.0008
H -0.428800 -1.199506 6.260200 0.03 0.54 -0.85 0.0000
H -0.337360 6.609944 1.200140 0.21 0.36 0.08 0.0000
H 2.883080 -3.625316 -1.249360 0.00 0.24 0.21 0.0000
O -0.917130 3.950994 -2.900410 -0.45 -0.99 1.71 0.0016
O 1.940720 0.102794 -4.209470 1.47 1.75 0.67 0.0000
H -6.277080 -2.842946 0.150480 0.27 -0.09 0.01 0.0000
H 4.068940 5.323214 -0.202500 -0.01 -0.07 0.36 0.0000
H -3.287950 2.387684 -5.506340 -0.16 0.18 0.00 0.0000
C -1.490230 -2.080986 -3.998890 -1.54 0.19 1.79 0.0003
O 1.940120 -2.895926 4.865050 0.22 -0.17 -0.40 0.0000
H -3.421250 0.469274 5.737970 0.00 0.33 -0.15 0.0000
F 0.954090 -1.785856 -1.296190 -0.38 -0.40 0.17 0.0002
H 3.731670 -4.609356 -2.393580 0.13 -0.44 0.02 0.0000
H -3.238240 5.356624 -2.342770 0.36 -0.05 0.26 0.0000
H 2.396480 -6.042096 -0.892040 -0.39 0.15 0.29 0.0000
H -0.577810 -1.488896 -4.069780 -0.18 -0.13 -0.59 0.0000
C 2.112140 2.316154 -2.533760 0.20 -1.17 -1.90 0.0000
H -6.075430 -1.215836 0.818000 0.47 0.14 -0.09 0.0000
O 4.085720 -4.237886 4.551830 -2.83 1.94 -1.21 0.0000
Cu -1.749930 0.435264 0.206230 2.04 -0.53 -0.18 0.9231
O 4.906270 -3.927776 -0.826430 1.44 1.34 0.04 0.0000
H -4.345370 -0.319316 4.428260 0.24 0.00 -0.23 0.0000
C -1.366340 -1.691696 6.001610 0.91 0.04 2.49 0.0000
H 4.782840 -2.349746 2.735320 0.10 0.13 0.26 0.0000
H -3.757230 1.374914 4.162980 -0.27 0.09 0.44 0.0000
H 1.458800 -3.416016 0.982240 -0.04 0.36 0.15 0.0000
H 3.933970 -1.465926 -0.654410 -0.12 0.14 -0.37 0.0000
H 1.030260 2.334864 -2.665230 0.12 -0.27 0.32 0.0000
H 2.492540 3.311884 -2.761640 0.32 -0.25 0.40 0.0000
H -0.972510 6.342184 -1.757330 -0.71 -0.37 -0.01 0.0000
C 3.282810 -5.575366 -0.462280 -0.05 -1.04 -0.42 0.0000
O 0.141760 3.715244 2.753250 0.49 -1.31 -2.38 0.0037
H -3.836920 3.706314 -2.395420 0.08 -0.07 -0.17 0.0000
H 0.013740 -4.718266 3.412450 0.84 -0.11 0.20 0.0000
H -0.387860 -3.599156 5.761210 -0.23 -0.03 -0.32 0.0000
C -0.580910 5.973474 -0.809280 1.65 1.27 -1.16 0.0000
H 1.554210 1.597954 3.710260 0.06 0.01 -0.12 0.0000
H -1.838300 1.715324 -3.595880 -0.41 0.33 -0.03 0.0000
S 3.038580 -3.323746 4.038800 2.97 -0.52 -1.01 0.0000
C -5.052230 -3.508716 2.923190 0.24 -0.92 2.18 0.0001
F 2.020030 -0.370716 0.125030 0.43 -0.09 0.64 0.0005
O -0.979910 4.663724 -0.447550 -1.39 -2.65 -0.84 0.0001
O -3.712960 -3.860016 0.240800 0.13 0.63 0.32 0.0008
C 1.464520 3.374294 -7.054640 0.41 -0.49 0.19 0.0000
O 4.216090 1.115604 -3.601970 -1.66 0.15 -0.97 0.0000
H -1.812450 7.202074 0.473870 -0.01 0.15 -0.06 0.0000
C 2.365810 4.453124 0.836340 1.37 2.02 0.85 0.0001
H -3.486990 -4.341466 4.344250 0.18 0.37 -0.69 0.0000
H 3.743700 -1.704416 -2.496330 -0.30 -0.01 0.39 0.0000
S 2.804530 1.253114 -3.898250 -1.38 0.79 -0.69 0.0000
H -4.304800 -2.849926 4.882160 0.06 0.06 -0.26 0.0000
B 0.790610 -0.751516 -0.404400 1.98 0.61 -1.41 0.0004
C -4.411330 -3.765476 4.300340 -1.26 -1.27 0.52 0.0000
C -5.623550 -1.970946 0.174790 1.39 -0.66 0.23 -0.0001
H 3.602310 3.697814 -0.697630 0.16 0.12 -0.06 0.0000
H -2.047980 -2.525366 -4.823240 0.37 0.85 -0.55 0.0000
H 2.984950 4.207994 1.699290 0.36 0.59 0.09 0.0000
H -0.997670 0.674784 -4.533690 -0.02 -0.61 -0.68 0.0000
H 0.665370 3.089464 -5.165340 0.09 -0.08 0.76 0.0000
O 5.900690 -3.241996 -2.964500 0.65 -0.20 -1.10 0.0000
O -0.269280 1.776434 1.155450 1.06 1.22 0.86 0.0238
H 3.165830 -5.361696 0.600150 -0.22 0.37 -0.17 0.0000
H -1.637390 2.893154 -5.669900 0.23 -0.24 0.12 0.0000
H 4.013200 -6.383496 -0.501430 0.37 0.23 -0.19 0.0000
C 1.287740 -3.512326 2.054420 -1.92 0.27 1.21 0.0000
H -6.029490 -3.062036 3.106320 -0.02 0.47 -0.30 0.0000
O -4.114360 -2.609576 2.403080 1.43 1.84 -3.76 0.0002
```
Forces are in eV/Å.

=====

It is found that the maximum force values, taken in the order of the records, are 0.32, 4.95 eV Å⁻¹.
It is found that the energy above the lowest of the compared OMol25 structures with the same formula, charge and spin values, taken in the order of the records, are 12.3, 115.3 kcal/mol.